Entry from the OMol25 dataset: a molecular structure, C8H10N2O2S in a non-equilibrium geometry (ωB97M-V with the def2-TZVPD basis set).

Properties
Relative energy (zero: lowest compared OMol25 entry of this formula, charge and spin): 102.81 kcal per mole
Maximum force: 6.0 eV/Å
LUMO (spin up / spin down): -0.86 / -0.86 eV
Charge: 0
M: 198.2 Da
Spin multiplicity: 1
E: -968.8889 Eh
HOMO-LUMO gap (spin up / spin down): 7.002 / 7.002 eV

Last column: natural (NBO) charge in e.
Element x y z (Å)
C (-1.23033, 2.32083, 0.89407)  -0.64
N (0.07492, -1.59761, -0.31294)  -0.39
N (-0.69665, 0.83667, -0.99160)  -0.38
H (-0.82555, 3.28966, 1.21402)  0.22
H (-2.31112, 2.18221, 0.88372)  0.24
H (3.15280, -2.20193, 0.76517)  0.26
C (-0.60317, 2.15221, -0.48275)  -0.25
H (0.69345, -2.99734, 1.05169)  0.25
C (2.44061, -1.77386, -0.00853)  -0.54
S (2.00723, -0.00843, 0.18246)  0.37
C (-1.10983, -2.04467, -1.19888)  0.60
O (-0.92442, -3.18033, -1.56764)  -0.64
H (-3.09769, -1.44998, -1.68898)  0.25
H (-1.00621, 1.45160, 1.50793)  0.20
C (0.36722, -0.37967, -0.07436)  0.31
H (1.04109, -3.35234, -0.49286)  0.28
H (0.42063, 2.59128, -0.47053)  0.20
O (-2.85309, 1.12201, -1.46757)  -0.61
C (-1.95938, 0.36419, -1.26250)  0.63
H (-1.18566, 2.78700, -1.33547)  0.26
H (3.00012, -1.94216, -0.94572)  0.25
C (1.12393, -2.49180, 0.16353)  -0.28
C (-2.08041, -1.12408, -1.35335)  -0.57



Entry from the OMol25 dataset: a single C8H10N2O2S molecule in a non-equilibrium geometry (ωB97M-V with the def2-TZVPD basis set).

Properties
Relative energy (zero: lowest compared OMol25 entry of this formula, charge and spin): 0.00 kcal per mole
Maximum force: 9.1 eV/Å
LUMO (spin up / spin down): 0.67 / -3.68 eV
Charge: 0
M: 198.2 Da
Spin multiplicity: 3
E: -968.7848 Eh
HOMO-LUMO gap (spin up / spin down): 7.172 / 5.431 eV

Last column: Mulliken spin population.
Element x y z (Å)
C (2.88351, 0.49368, 0.26597)  0.57
C (3.96660, 1.53972, 0.38044)  -0.02
C (-2.57785, 1.00453, -0.75158)  0.00
C (-2.72357, -1.34890, -0.44282)  0.00
H (3.20965, -0.10823, -1.65701)  0.03
C (1.25632, -0.76361, -1.01540)  0.21
S (-1.00429, 1.77598, -0.01367)  0.14
H (1.15925, -1.37364, -1.85956)  0.04
H (3.43145, 2.30600, 1.01156)  0.02
H (-2.32729, -2.22291, -0.97149)  0.00
O (-3.42622, 1.72406, -1.08258)  0.01
O (-0.54618, -0.16243, 1.80101)  0.01
C (-3.51114, -1.38285, 0.83737)  0.00
H (2.02527, 0.40724, 1.01383)  0.07
H (4.35011, 1.98373, -0.62124)  0.01
H (-2.86529, -1.07450, 1.66061)  0.00
C (2.56612, -0.07837, -0.86829)  0.35
H (-3.81359, -2.43965, 1.12568)  0.00
H (-4.41046, -0.72356, 0.65305)  0.00
N (0.22510, -0.56669, -0.28343)  0.53
H (4.82192, 1.16961, 1.13505)  0.07
C (-0.32185, 0.14301, 0.65473)  -0.04
N (-2.36761, -0.30219, -0.97222)  0.00



Entry from the OMol25 dataset: 2 unconnected molecules or ions with the total composition C8H10N2O4 in a non-equilibrium geometry (ωB97M-V with the def2-TZVPD basis set).

Properties
Relative energy (zero: lowest compared OMol25 entry of this formula, charge and spin): 66.54 kcal per mole
Maximum force: 3.9 eV/Å
LUMO: 0.53 eV
Charge: 0
SMILES: NC(=O)Cc1cccc(O)c1.O=NO
M: 198.2 Da
Spin multiplicity: 1
E: -721.2255 Eh
HOMO-LUMO gap: 8.954 eV

Last column: natural (NBO) charge in e.
Element x y z (Å)
C (2.06577, -1.01317, -0.02360)  0.33
H (-0.72702, 1.85044, -1.45009)  0.23
C (2.22522, 0.56458, 1.69137)  -0.17
C (2.65047, -0.61542, 1.14963)  -0.28
O (-1.99599, -0.06360, 0.81808)  -0.65
H (-3.18568, 1.83153, -1.32260)  0.39
O (2.40675, -2.11763, -0.63311)  -0.65
N (-3.08087, 1.26943, -0.53385)  -0.81
H (0.86976, 2.11123, 1.67473)  0.19
C (1.14994, 1.27789, 1.17782)  -0.24
C (-1.93164, 0.82627, 0.03195)  0.73
C (-0.71766, 1.60525, -0.41783)  -0.53
N (-1.52803, -1.97887, -1.30317)  0.35
H (-0.75062, 2.51590, 0.07967)  0.24
H (-1.64906, -1.71859, 0.63976)  0.52
C (1.01939, -0.24337, -0.55457)  -0.29
O (-1.35746, -2.45223, -0.03669)  -0.55
O (-0.88122, -2.66246, -2.04537)  -0.33
H (2.69251, 1.02461, 2.44414)  0.20
C (0.50731, 0.86352, 0.05864)  0.01
H (2.02641, -2.22993, -1.52896)  0.49
H (0.58503, -0.55527, -1.55574)  0.20
H (3.47666, -1.15419, 1.63403)  0.23
H (-3.86996, 1.06406, 0.00577)  0.40



Entry from the OMol25 dataset: a single C8H10N2OS molecule in a non-equilibrium geometry (ωB97M-V with the def2-TZVPD basis set).

Properties
Relative energy (zero: lowest compared OMol25 entry of this formula, charge and spin): 106.15 kcal per mole
Maximum force: 7.3 eV/Å
LUMO: 0.02 eV
Charge: 0
SMILES: NC(=O)c1cc2c(s1)CCNC2
M: 182.2 Da
Spin multiplicity: 1
E: -893.6061 Eh
HOMO-LUMO gap: 9.012 eV

Last column: natural (NBO) charge in e.
Element x y z (Å)
N (-4.16317, 1.00989, -0.09897)  -0.89
C (0.46753, -1.06034, -0.24717)  -0.15
H (2.47147, 0.03605, -1.31814)  0.32
H (1.64694, -2.59326, 0.50098)  0.25
H (-5.22440, 0.73827, 0.01817)  0.44
C (-3.31079, -0.17673, -0.11387)  0.64
H (2.32204, -0.27496, 1.48524)  0.21
C (1.61847, 1.18373, -0.04358)  -0.28
C (1.70797, -1.69419, -0.08013)  -0.48
O (-3.92009, -1.27781, 0.01184)  -0.60
C (-0.85464, 0.87451, 0.20049)  -0.17
H (1.71253, -1.91574, -1.27237)  0.23
H (3.66711, -1.30215, 0.32156)  0.22
N (2.92425, 0.61337, -0.42487)  -0.54
H (-3.72464, 2.12305, -0.33327)  0.42
C (2.68720, -0.67622, 0.42313)  -0.27
C (-1.85394, -0.04126, 0.08732)  -0.34
S (-1.20928, -1.63594, -0.03996)  0.47
H (1.41989, 2.21969, -0.57926)  0.21
H (2.01081, 1.66015, 0.96211)  0.20
C (0.44403, 0.23300, -0.04641)  -0.15
H (-0.83930, 1.95692, 0.58715)  0.23



Entry from the OMol25 dataset: a gas-phase ion, C8H10N3 (charge +1) in a non-equilibrium geometry (ωB97M-V with the def2-TZVPD basis set).

Properties
Relative energy (zero: lowest compared OMol25 entry of this formula, charge and spin): 12.72 kcal per mole
Maximum force: 1.9 eV/Å
LUMO: -4.69 eV
Charge: +1
SMILES: C=[N+]1C=C(C)NC2=CC=N[C@H]21
M: 148.2 Da
Spin multiplicity: 1
E: -474.8074 Eh
HOMO-LUMO gap: 7.784 eV

Last column: natural (NBO) charge in e.
Element x y z (Å)
C (2.15714, -0.25278, -0.80987)  0.10
C (-0.18713, 0.86653, 0.68295)  0.22
H (2.76989, 0.63364, -0.73900)  0.25
C (-2.03220, -2.26710, 0.01779)  -0.66
C (1.08898, 2.69133, 0.60625)  0.15
H (1.61595, 3.57651, 0.91136)  0.23
C (-1.00483, -1.20280, -0.08863)  0.28
C (0.30620, 1.13533, -0.71479)  0.02
N (1.19013, 2.25830, -0.59696)  -0.45
C (-0.02452, -1.19141, -1.02292)  -0.20
H (-1.93991, -2.97593, -0.79880)  0.25
C (0.25408, 1.87374, 1.46739)  -0.33
N (-1.00485, -0.20950, 0.86323)  -0.57
N (0.90734, -0.14127, -0.98242)  -0.22
H (2.62820, -1.22550, -0.84378)  0.22
H (0.07930, 2.05205, 2.50784)  0.25
H (-1.93977, -2.80232, 0.96272)  0.25
H (0.15634, -1.99781, -1.70625)  0.25
H (-1.50325, -0.34510, 1.73049)  0.43
H (-3.02726, -1.82684, -0.01199)  0.25
H (-0.48981, 1.35092, -1.43460)  0.27



Entry from the OMol25 dataset: a molecular structure, C8H10N3NaS3 (ωB97M-V with the def2-TZVPD basis set).

Properties
Relative energy (zero: lowest compared OMol25 entry of this formula, charge and spin): 0.07 kcal per mole
Maximum force: 0.1 eV/Å
LUMO: 0.00 eV
Charge: 0
M: 267.4 Da
Spin multiplicity: 1
E: -1832.0647 Eh
HOMO-LUMO gap: 7.700 eV

Last column: natural (NBO) charge in e.
Element x y z (Å)
C (-1.00149, 2.98774, 2.97588)  -0.65
C (0.03731, 2.12481, 2.32633)  0.28
C (0.67324, 0.01449, 1.68601)  0.27
S (0.01724, -2.63127, -4.03376)  0.31
H (-1.60936, -0.87712, -3.80018)  0.22
C (2.07714, 1.76689, 1.20721)  0.09
C (-1.56238, -2.07565, -1.98801)  -0.22
C (0.74002, -2.31831, -2.46802)  -0.03
H (0.05800, -1.84273, -0.58367)  0.44
H (1.42594, 3.71756, 1.83690)  0.22
H (-1.92620, -3.06345, -1.69001)  0.20
H (-1.84754, 3.11032, 2.29703)  0.23
N (-0.16925, -1.93365, -1.58951)  -0.60
H (-2.16696, -1.31675, -1.49503)  0.23
H (-1.37472, 2.50026, 3.87449)  0.24
H (-0.61109, 3.97376, 3.22267)  0.21
C (1.20775, 2.66057, 1.79259)  -0.36
N (1.83772, 0.46041, 1.14588)  -0.61
N (-0.22317, 0.82448, 2.27044)  -0.50
S (0.34181, -1.69453, 1.62953)  -0.47
C (-1.57000, -1.92415, -3.50254)  -0.54
H (3.01002, 2.10645, 0.76858)  0.19
S (2.38074, -2.53950, -2.22990)  -0.28
Na (2.64793, -1.56764, 0.31208)  0.88
H (-2.39271, -2.46300, -3.96499)  0.24